# 1
{"formula": "C46H52MnN14OS3", "method": "the ωB97M-V functional and the def2-TZVPD basis", "s_squared": 6.042, "largest_force_ha_per_bohr": 0.035, "total_charge": 3, "gap_ev": [7.4, 8.3], "multiplicity": 5, "species": ["Mn", "S", "S", "S", "O", "N", "N", "N", "N", "N", "N", "N", "N", "N", "N", "N", "N", "N", "N", "C", "C", "C", "C", "C", "C", "C", "C", "C", "C", "C", "C", "C", "C", "C", "C", "C", "C", "C", "C", "C", "C", "C", "C", "C", "C", "C", "C", "C", "C", "C", "C", "C", "C", "C", "C", "C", "C", "C", "C", "C", "C", "C", "C", "C", "C", "H", "H", "H", "H", "H", "H", "H", "H", "H", "H", "H", "H", "H", "H", "H", "H", "H", "H", "H", "H", "H", "H", "H", "H", "H", "H", "H", "H", "H", "H", "H", "H", "H", "H", "H", "H", "H", "H", "H", "H", "H", "H", "H", "H", "H", "H", "H", "H", "H", "H", "H", "H"], "positions_angstrom": [[15.83848, 14.44458, 12.41338], [13.12572, 16.14163, 11.58368], [12.24713, 13.92559, 10.13498], [13.48484, 12.13961, 12.04690], [15.71048, 14.59143, 14.83563], [15.06745, 14.05366, 16.89709], [12.27624, 12.86653, 11.24988], [18.32114, 18.62665, 10.11860], [17.48542, 13.42557, 13.02742], [17.06525, 16.20197, 12.41018], [18.16814, 18.71816, 12.40247], [14.81744, 12.70816, 12.18747], [16.66401, 13.83095, 10.40942], [12.20665, 15.42607, 10.47869], [14.44581, 15.51035, 11.81689], [18.60926, 12.80688, 11.04707], [15.24796, 12.39613, 15.28624], [17.75318, 12.30852, 8.97441], [19.73710, 12.93272, 13.07254], [14.99146, 13.45385, 6.57781], [14.65266, 8.68652, 10.32825], [10.62910, 14.09692, 7.98793], [10.73774, 16.45796, 15.33936], [12.25160, 9.85753, 11.04194], [13.46966, 7.99672, 10.07656], [14.53386, 19.86295, 11.30809], [13.47200, 10.51772, 11.24661], [17.60888, 13.02310, 10.10272], [19.66301, 12.81750, 14.51909], [11.74471, 11.26778, 16.07390], [13.47822, 13.68692, 8.88119], [18.58478, 13.11226, 12.40374], [14.73189, 13.21006, 18.00731], [12.11359, 16.24750, 13.00519], [12.31322, 18.48984, 10.30142], [12.80475, 16.10635, 14.20912], [11.43915, 12.46924, 15.49203], [12.51780, 10.32469, 15.41837], [13.24830, 17.83895, 11.08013], [13.64815, 12.42612, 8.27955], [14.40641, 12.32166, 7.12227], [10.73065, 13.66062, 9.29193], [12.49264, 19.83618, 10.03026], [13.59678, 20.51207, 10.51216], [8.43732, 13.01562, 9.42706], [9.65417, 13.15298, 10.06095], [14.83573, 14.69364, 7.21022], [8.27164, 13.39462, 8.09065], [21.02459, 12.65210, 12.40090], [14.05091, 14.82868, 8.36191], [9.38285, 13.89849, 7.38699], [17.25911, 16.86662, 13.56593], [10.05482, 16.61074, 14.13128], [10.75606, 16.46250, 12.93678], [14.70708, 9.92172, 10.93381], [17.44650, 16.74402, 11.25892], [17.77673, 18.12715, 13.53199], [12.09136, 16.19433, 15.39593], [12.28680, 8.59141, 10.46254], [14.32479, 18.51484, 11.62750], [17.98103, 18.02912, 11.26503], [12.97175, 10.59096, 14.12455], [11.87064, 12.75634, 14.21796], [12.64745, 11.80162, 13.56901], [15.32617, 13.70847, 15.64479], [7.61191, 12.58068, 10.00841], [17.62356, 13.65674, 14.01860], [10.15743, 16.50911, 16.25199], [15.31450, 12.25359, 14.30099], [13.50824, 7.00263, 9.62163], [17.16613, 12.54077, 8.16034], [19.41326, 12.28389, 10.71869], [11.34145, 11.06231, 17.05661], [15.61998, 10.45151, 11.14729], [15.54452, 13.39736, 5.61813], [15.95103, 13.93566, 9.68728], [11.50320, 17.95833, 9.87173], [18.61339, 11.78550, 8.82332], [17.37378, 16.16747, 10.35280], [15.43101, 12.40021, 18.07438], [21.21142, 11.61193, 12.19992], [15.19026, 15.05048, 17.05923], [13.87880, 15.79057, 8.81184], [11.29950, 10.25671, 11.35704], [14.81135, 13.78921, 18.92350], [7.33340, 13.18191, 7.59743], [15.36390, 20.37284, 11.77517], [15.31755, 15.56567, 6.74664], [11.35903, 8.05191, 10.21496], [21.14895, 13.31930, 11.53353], [14.81836, 11.74534, 15.90478], [13.48817, 9.81257, 13.59046], [12.70283, 9.34419, 15.83117], [21.80192, 12.93329, 13.10533], [15.03948, 17.96576, 12.24470], [9.25953, 14.12277, 6.35245], [19.56174, 13.78631, 15.06126], [11.64948, 13.71930, 13.76712], [13.08440, 11.61402, 8.72959], [13.86451, 15.89612, 14.23904], [20.55153, 12.35356, 14.89571], [18.56643, 19.60188, 10.17126], [10.79124, 13.17161, 16.02550], [14.57380, 11.35316, 6.62820], [11.76485, 20.35471, 9.42669], [17.92205, 18.72324, 14.43962], [11.46364, 14.48384, 7.42022], [18.84086, 12.17716, 14.82599], [16.92495, 16.39329, 14.48393], [15.57426, 8.18626, 10.06003], [18.26851, 18.16556, 9.21687], [8.99915, 16.90564, 14.13696], [12.60538, 16.11040, 16.35646], [10.32826, 16.56605, 11.94966], [9.85047, 12.85624, 11.07869], [13.69182, 12.83846, 18.00274], [13.72956, 21.55922, 10.24251]], "forces_ev_per_a": [[0.724, -1.172, -0.090], [1.353, -0.980, -0.041], [0.122, -0.625, 0.016], [-0.755, -0.664, -0.364], [-0.179, -0.023, -0.810], [-0.210, 1.349, 0.349], [-0.261, 0.501, -0.101], [0.170, 0.325, -0.752], [-0.477, 0.718, 0.300], [-0.031, -0.417, 0.037], [-0.556, -0.344, -0.137], [0.741, 0.561, 0.302], [-0.343, 0.478, -0.552], [-0.458, 1.021, 0.006], [-1.051, 0.919, -0.216], [0.496, -0.114, -0.041], [0.445, 1.639, 0.641], [-0.023, -0.117, -0.996], [0.211, -0.291, -0.489], [0.290, 0.714, -0.320], [0.827, -0.997, -0.315], [-1.030, -0.645, -0.224], [-0.834, -0.103, 0.141], [0.733, -0.237, -0.104], [0.578, 0.339, 0.254], [-0.566, -0.763, 0.496], [0.227, -0.049, 0.196], [-0.117, 0.410, 1.117], [-0.159, 0.645, 0.687], [0.129, -0.766, 0.792], [0.015, -0.344, -0.395], [0.147, -0.610, -0.021], [-0.784, -0.034, 0.569], [0.832, -0.565, 0.920], [0.289, 0.200, -0.087], [-0.214, 0.034, 0.207], [-0.781, 0.906, 0.068], [-0.072, -0.185, -0.602], [0.172, -0.157, -0.001], [-0.583, 0.543, 0.625], [0.165, -0.847, 0.022], [-0.428, -0.003, 1.066], [-0.180, -0.187, -0.124], [0.442, 0.484, 0.016], [-0.688, -0.194, 0.420], [1.140, 0.390, -1.058], [0.291, 0.245, -0.423], [1.310, -0.282, 0.219], [-0.078, 1.189, 0.572], [0.720, -0.119, -0.796], [-0.631, -0.082, 0.483], [-0.807, -0.782, -0.006], [-0.024, 0.158, -0.196], [-0.249, 0.428, 0.039], [-1.504, 0.664, 0.044], [-0.148, -0.501, 0.989], [0.893, 1.320, -0.063], [0.358, 0.141, -0.040], [-1.164, -0.368, -0.607], [0.818, 0.283, -0.087], [0.363, 0.546, 0.367], [-0.502, -0.573, 1.249], [0.484, 0.245, -0.355], [0.001, 0.398, -0.574], [0.335, -0.833, -0.428], [0.290, 0.280, -0.459], [0.031, -0.186, -0.637], [0.089, 0.183, 0.063], [-0.096, -0.524, -0.569], [-0.136, 0.453, 0.150], [0.625, -0.281, 0.752], [-0.166, 0.195, 0.304], [0.075, -0.148, 0.046], [0.197, 0.015, -0.004], [-0.361, 0.001, 0.813], [0.221, -0.210, 0.076], [-0.733, -0.398, -0.265], [-0.553, 0.230, -0.193], [-0.314, -0.138, -0.074], [0.281, -0.616, 0.132], [-0.289, -0.549, -0.416], [-0.045, -0.463, 0.017], [0.029, 0.179, 0.003], [0.017, 0.295, -0.029], [0.169, 0.044, -0.019], [0.021, 0.269, -0.098], [0.093, 0.145, -0.228], [-0.358, -0.319, 0.355], [0.340, 0.445, 0.460], [-0.059, -0.496, 0.189], [-0.283, -0.483, 0.047], [0.272, 0.040, -0.135], [0.020, 0.024, 0.247], [0.066, 0.164, 0.005], [-0.220, 0.256, -0.086], [-0.021, 0.245, -0.575], [0.056, -0.409, -0.587], [-0.025, -0.228, -0.091], [0.319, -0.296, -0.287], [0.041, 0.065, -0.155], [0.581, -0.198, 0.021], [0.182, -0.047, -0.192], [0.312, -0.172, -0.226], [-0.342, 0.453, 0.337], [-0.051, 0.043, -0.096], [-0.082, -0.369, -0.246], [-0.025, 0.033, 0.045], [-0.202, -0.111, -0.091], [0.058, 0.051, -0.231], [0.133, 0.104, 0.001], [-0.017, 0.297, 0.479], [0.436, -0.375, -0.068], [-0.222, -0.074, -0.329], [-0.442, 0.029, 0.105], [-0.233, -0.072, 0.103], [0.393, 0.021, -0.339], [-0.007, -0.218, 0.183]], "mulliken_charge": [-0.586, 1.317, 0.666, 1.564, -0.017, -0.080, 0.388, -0.405, 0.404, 1.009, -0.625, 0.521, 0.737, -0.265, 0.679, 0.006, -0.018, -0.342, 0.186, -1.026, -0.772, -0.533, -0.727, -0.542, -0.663, -0.710, -0.012, 0.165, -1.176, -0.913, 1.375, 0.160, -1.054, 0.232, -0.494, 0.402, -0.760, -0.881, 0.225, -0.366, -0.929, 0.514, -0.819, -0.686, -0.662, -0.571, -0.223, -0.784, -1.220, -0.787, -0.889, -0.700, -1.089, -0.286, -0.309, -0.427, -0.728, -0.833, -0.834, -0.203, 0.404, -0.537, 0.004, 0.163, 0.004, 0.433, 0.001, 0.493, -0.098, 0.449, 0.193, 0.321, 0.474, 0.355, 0.369, -0.736, 0.512, 0.190, 0.212, 0.355, 0.344, 0.305, 0.280, 0.479, 0.372, 0.447, 0.555, 0.504, 0.396, 0.433, 0.299, 0.454, 0.492, 0.418, 0.137, 0.487, 0.284, 0.447, 0.535, -0.127, 0.470, 0.261, 0.494, 0.439, 0.477, 0.424, 0.437, 0.431, 0.598, 0.469, 0.197, 0.468, 0.469, 0.525, 0.441, 0.269, 0.429]}

---

# 2
{"formula": "C3H3Cl2NS", "method": "the ωB97M-V functional and the def2-TZVPD basis", "s_squared": 2.011, "largest_force_ha_per_bohr": 0.163, "gap_ev": [6.4, 7.0], "multiplicity": 3, "species": ["Cl", "Cl", "S", "N", "C", "C", "C", "H", "H", "H"], "positions_angstrom": [[3.22425, 0.78525, 0.02528], [-3.15950, 0.24387, 0.31543], [1.63923, -1.69942, 0.24294], [0.73984, 0.81066, -0.37479], [1.68874, -0.01311, -0.21764], [-1.50087, 0.06364, 0.47696], [-0.60165, 0.53973, -0.40660], [0.34350, -1.71051, -0.35261], [-1.04827, 1.17971, -1.21405], [-1.32528, -0.19982, 1.50509]], "forces_ev_per_a": [[0.216, -0.431, -0.065], [-0.392, 0.129, -0.774], [-1.930, 0.192, -1.046], [-4.598, -0.533, -1.239], [2.605, -0.244, 1.827], [-2.904, -2.685, 4.913], [4.733, 4.660, -5.151], [1.471, -0.523, 0.697], [0.063, -0.485, 0.816], [0.737, -0.079, 0.021]], "mulliken_charge": [-0.178, -0.124, -0.214, -0.351, 0.524, -0.215, -0.284, 0.170, 0.242, 0.430]}

---

# 3
{"formula": "C2H9NOS", "method": "the ωB97M-V functional and the def2-TZVPD basis", "smiles": "CSCN.O", "largest_force_ha_per_bohr": 0.043, "gap_ev": 8.9, "species": ["S", "O", "N", "C", "C", "H", "H", "H", "H", "H", "H", "H", "H", "H"], "positions_angstrom": [[1.90307, 0.22359, 0.63668], [-3.70436, -1.07842, 0.22173], [-0.61782, -0.10695, 1.08657], [0.28965, -0.05833, -0.04412], [2.92464, 1.04610, -0.65037], [3.03951, 0.49202, -1.59716], [0.03135, 0.85569, -0.61271], [2.39172, 1.98940, -0.85720], [-1.53308, -0.34487, 0.68864], [-4.10860, -1.97555, 0.22544], [-4.46536, -0.46304, 0.32391], [3.92765, 1.28702, -0.25980], [-0.29271, -0.94835, 1.57547], [0.21433, -0.91831, -0.73709]], "forces_ev_per_a": [[1.748, -0.275, 0.497], [-1.178, -0.289, 0.089], [0.000, -1.182, -0.164], [-0.540, 1.490, -1.569], [-0.849, 0.383, -0.390], [-0.114, 0.008, 0.525], [0.070, -0.434, -0.056], [0.460, -0.229, -0.144], [0.144, 0.018, 0.465], [0.423, 0.974, 0.001], [0.808, -0.665, -0.095], [-0.600, -0.289, 0.124], [-0.657, 0.291, 0.368], [0.285, 0.200, 0.349]], "mulliken_charge": [-0.090, -0.655, -0.598, -0.339, -0.799, 0.271, 0.279, 0.251, 0.219, 0.313, 0.322, 0.295, 0.242, 0.288]}